# 1
2 unconnected molecules or ions with the total composition C4H12. Source: OMol25; level of theory: ωB97M-V/def2-TZVPD.

Properties
- HOMO: -11.56 eV
- Frontier orbital gap: 12.72 eV
- SMILES: CC.CC
- Energy above the lowest of the compared OMol25 structures with the same formula, charge and spin: 0.398 eV

Each line ends with the Löwdin charge.
Positions of all 16 atoms, in Å:
C1 2.088 1.275 0.362  -0.17
C2 1.451 1.468 -1.024  -0.15
H1 1.957 2.139 1.019  0.06
H2 1.750 0.431 0.963  0.05
H3 3.172 1.150 0.301  0.06
H4 0.601 0.806 -1.143  0.03
H5 2.218 1.321 -1.782  0.06
H6 1.152 2.508 -1.149  0.06
C3 -2.361 -1.485 0.815  -0.17
C4 -1.279 -1.338 -0.256  -0.17
H7 -3.182 -0.818 0.572  0.06
H8 -2.637 -2.500 1.086  0.06
H9 -1.971 -1.114 1.774  0.06
H10 -1.447 -0.421 -0.815  0.05
H11 -1.232 -2.233 -0.873  0.06
H12 -0.279 -1.190 0.151  0.05

=====

# 2
2 unconnected molecules or ions with the total composition C4H12. Source: OMol25; level of theory: ωB97M-V/def2-TZVPD.

Properties
- HOMO: -11.57 eV
- Frontier orbital gap: 12.71 eV
- SMILES: CC.CC
- Energy above the lowest of the compared OMol25 structures with the same formula, charge and spin: 0.360 eV

Each line ends with the Löwdin charge.
Positions of all 16 atoms, in Å:
C1 1.728 0.736 -0.511  -0.18
C2 2.514 -0.421 0.067  -0.16
H1 1.411 1.414 0.286  0.07
H2 2.271 1.234 -1.311  0.06
H3 0.788 0.491 -0.987  0.03
H4 3.433 -0.097 0.539  0.06
H5 1.958 -0.925 0.854  0.06
H6 2.723 -1.204 -0.667  0.07
C3 -1.804 0.538 0.449  -0.15
C4 -2.408 -0.836 0.010  -0.15
H7 -1.734 0.606 1.535  0.06
H8 -0.824 0.643 0.011  0.01
H9 -2.523 1.281 0.117  0.06
H10 -2.077 -1.624 0.683  0.06
H11 -1.906 -1.078 -0.933  0.05
H12 -3.465 -0.754 -0.220  0.06

=====

# 3
2 unconnected molecules or ions with the total composition C4H12. Source: OMol25; level of theory: ωB97M-V/def2-TZVPD.

Properties
- HOMO: -11.48 eV
- Frontier orbital gap: 12.60 eV
- SMILES: CC.CC
- Energy above the lowest of the compared OMol25 structures with the same formula, charge and spin: 0.329 eV

Each line ends with the Löwdin charge.
Positions of all 16 atoms, in Å:
C1 -1.032 -1.484 -0.461  -0.18
C2 -1.878 -2.620 0.165  -0.17
H1 -0.128 -1.336 0.115  0.04
H2 -0.730 -1.730 -1.464  0.05
H3 -1.599 -0.541 -0.478  0.07
H4 -2.788 -2.733 -0.427  0.06
H5 -2.147 -2.349 1.205  0.07
H6 -1.335 -3.571 0.114  0.06
C3 1.186 1.395 0.386  -0.22
C4 1.730 2.712 -0.092  -0.20
H7 0.599 0.832 -0.473  0.09
H8 1.960 0.755 0.726  0.04
H9 0.488 1.552 1.247  0.07
H10 2.263 3.208 0.793  0.08
H11 0.887 3.372 -0.489  0.08
H12 2.490 2.518 -0.857  0.06

=====

# 4
2 unconnected molecules or ions with the total composition C4H12. Source: OMol25; level of theory: ωB97M-V/def2-TZVPD.

Properties
- HOMO: -11.75 eV
- Frontier orbital gap: 12.91 eV
- SMILES: CC.CC
- Energy above the lowest of the compared OMol25 structures with the same formula, charge and spin: 0.071 eV

Each line ends with the Löwdin charge.
Positions of all 16 atoms, in Å:
C1 -1.372 0.558 1.694  -0.18
C2 -0.674 1.777 1.098  -0.17
H1 -2.434 0.478 1.471  0.06
H2 -0.962 -0.403 1.370  0.05
H3 -1.221 0.599 2.770  0.06
H4 -0.683 1.834 0.007  0.05
H5 0.365 1.786 1.418  0.06
H6 -1.153 2.675 1.501  0.06
C3 1.671 -1.465 -1.133  -0.17
C4 0.390 -0.874 -1.685  -0.18
H7 2.455 -1.516 -1.888  0.06
H8 2.042 -0.882 -0.296  0.06
H9 1.510 -2.496 -0.817  0.06
H10 0.538 0.089 -2.177  0.06
H11 -0.344 -0.689 -0.899  0.04
H12 -0.127 -1.471 -2.435  0.06

=====

> energy above the lowest of the compared OMol25 structures with the same formula, charge and spin of number 3 (C4H12)?

0.329 eV